# 1
The following is a DFT calculation (ωB97M-V with the def2-TZVPD basis set) of a single C14H10N6O3 molecule.

Each line ends with the Löwdin charge.
Positions of all 33 atoms, in Å:
O (5.5213, -0.0705, 5.7493)  0.067
C (-1.1008, 0.0177, -0.7337)  -0.351
N (-0.0432, 0.6558, -1.1970)  0.095
C (-1.6001, 0.4450, -2.7696)  -0.275
H (-4.1618, -0.4185, -3.1888)  0.101
O (-2.1104, -0.1027, -1.6400)  0.126
H (1.6533, -0.2755, 6.0357)  0.124
N (-1.3250, -0.5765, 0.5005)  0.029
H (0.1274, -0.4473, 4.0899)  0.111
N (-3.9424, 0.6443, -6.3503)  0.052
H (5.0440, -0.3386, 3.3680)  0.120
H (3.4793, -0.5073, 1.3938)  0.126
N (-0.5494, -0.6225, 1.6200)  0.063
N (-0.3709, 0.8889, -2.5356)  0.100
C (2.0581, -0.2832, 5.0101)  0.034
C (3.9697, -0.3760, 3.5360)  0.015
H (-2.3170, -0.7978, 0.6121)  0.156
C (1.6828, -0.4449, 2.6132)  -0.217
H (-0.9200, 1.6214, -5.1445)  0.122
N (4.3380, -0.3794, 5.9627)  -0.333
H (1.1990, -0.7071, 0.4787)  0.109
C (-1.9135, 1.1437, -5.1525)  -0.007
C (3.0781, -0.4385, 2.4276)  0.000
C (-2.6972, 1.1426, -6.3228)  -0.123
C (3.4637, -0.3549, 4.8247)  -0.164
C (1.1907, -0.3676, 3.8998)  -0.021
C (-2.3888, 0.5351, -3.9981)  -0.151
C (-4.4748, 0.1545, -5.2055)  -0.115
O (3.8437, -0.5758, 7.0760)  0.074
C (0.7696, -0.6430, 1.4805)  -0.063
H (-5.5239, -0.1623, -5.2172)  0.109
H (-2.2721, 1.5858, -7.1928)  0.096
C (-3.7070, 0.0551, -4.0300)  -0.008

Cartesian forces (eV/Å) of the 3 atoms listed first:
O -1.427 -0.810 0.525
C 1.290 0.306 0.244
N -1.825 -1.271 -0.360

- gap between HOMO and LUMO (eV) = 7.5
- ΔE to the lowest compared entry with this formula, charge and spin (kJ/mol) = 0.0
- SMILES string = O=[N+]([O-])c1ccc(/C=N/Nc2nnc(-c3ccncc3)o2)cc1
- highest occupied orbital energy (hartree) = -0.3185

# 2
The following is a DFT calculation (ωB97M-V with the def2-TZVPD basis set) of a single C17H27N5O4S molecule.

Each line ends with the Löwdin charge.
Positions of all 54 atoms, in Å:
C (0.6296, -3.8202, 3.6997)  -0.207
C (1.0708, 1.0240, 2.1806)  -0.098
H (1.5235, -3.2027, 1.1433)  0.129
C (0.6653, -2.6094, 1.5010)  -0.170
C (1.4454, 2.1863, 0.0913)  -0.027
H (0.0157, -4.4003, 4.3905)  0.108
H (-4.4272, 2.0068, -3.4416)  0.093
H (-1.0508, -2.8799, 2.7530)  0.120
O (-1.2009, -0.2583, -1.1436)  -0.258
H (-3.7152, 2.8588, -2.0431)  0.091
C (-3.9978, 0.1869, -1.5458)  -0.102
N (0.6244, 1.1805, 3.5142)  -0.353
H (-0.1420, 3.1818, -2.1548)  0.105
H (-0.5119, -4.3583, 1.9384)  0.109
C (1.6781, 2.1240, -2.7532)  -0.130
C (-0.1753, -3.4586, 2.4568)  -0.174
H (0.0499, -2.3140, 0.6494)  0.118
H (1.4889, -4.4344, 3.4151)  0.110
H (2.2418, -0.7777, 3.8230)  0.120
H (-4.3473, 0.8080, -0.7139)  0.096
C (-3.5165, 2.1630, -2.8654)  -0.109
H (1.1664, 3.1360, 1.9730)  0.122
H (0.1147, 3.1177, -3.9189)  0.125
H (1.7446, -2.7655, 5.2286)  0.113
C (1.4339, -0.2057, 0.1514)  0.033
H (0.9099, -1.0172, -2.1199)  0.097
H (0.2689, 0.4971, -4.6314)  0.127
H (1.5186, 3.1312, -0.4172)  0.101
H (2.2624, 2.9064, -2.2722)  0.119
C (1.9011, -1.7049, 3.3648)  -0.159
H (2.0190, -0.5405, -3.4283)  0.127
S (-1.5365, 1.0370, -1.6482)  0.640
C (1.1118, -2.5387, 4.3693)  -0.180
H (0.2590, -1.9512, 4.7067)  0.101
C (-0.0150, 0.2395, -3.6074)  -0.159
H (2.7956, -2.2701, 3.0493)  0.131
N (-3.0410, 0.8866, -2.3805)  -0.331
O (-1.5089, 2.1606, -0.7640)  -0.250
H (1.5903, -1.1534, -0.3335)  0.106
N (1.1010, -1.4192, 2.1930)  -0.095
O (0.0166, 0.2684, 4.0528)  0.063
N (-0.6458, 1.3988, -3.0193)  -0.225
H (-2.7455, 2.5808, -3.5075)  0.077
C (1.1978, -0.2260, 1.5274)  -0.142
C (0.2173, 2.5645, -2.9782)  -0.159
H (-0.7632, -0.5506, -3.6329)  0.120
H (2.1537, 1.8934, -3.7117)  0.126
N (1.6962, 0.9096, -1.9690)  -0.078
C (1.2496, 2.1981, 1.4451)  0.012
H (-3.5013, -0.6942, -1.1487)  0.077
H (-4.8477, -0.1132, -2.1583)  0.092
O (0.8266, 2.2556, 4.0624)  0.055
C (1.4894, 0.9633, -0.6039)  -0.225
C (1.2120, -0.2006, -2.7677)  -0.131

Cartesian forces (eV/Å) of the 3 atoms listed first:
C -0.195 0.153 0.061
C 0.437 0.012 -1.342
H -0.026 0.000 -0.084

- gap between HOMO and LUMO (eV) = 8.0
- ΔE to the lowest compared entry with this formula, charge and spin (kJ/mol) = 289.3
- SMILES string = CN(C)S(=O)(=O)N1CCN(c2ccc([N+](=O)[O-])c(N3CCCCC3)c2)CC1
- highest occupied orbital energy (hartree) = -0.2833

# 3
The following is a DFT calculation (ωB97M-V with the def2-TZVPD basis set) of 2 unconnected molecules or ions with the total composition C3H10N2.

Each line ends with the Mulliken spin population.
Positions of all 15 atoms, in Å:
C (-0.0704, -1.5477, -1.3990)  -0.134
C (-0.0813, -2.1046, -0.2227)  2.543
N (0.8512, -1.7500, 0.8811)  0.710
H (-0.2436, 3.7570, 0.8795)  -0.031
C (-0.9447, 2.0312, 0.0702)  -0.050
N (0.2297, 2.9247, 0.4544)  0.150
H (-1.1932, 1.1758, 0.7829)  0.014
H (-0.4563, 1.3587, -0.5208)  0.084
H (0.8932, -2.5876, 1.4156)  -0.616
H (1.7947, -1.5490, 0.4925)  -0.466
H (0.5814, -0.8500, -1.7869)  -0.091
H (-0.9635, -2.7449, 0.1182)  -0.605
H (0.9644, 2.6025, 1.1577)  -0.067
H (-1.7892, 2.3221, -0.3731)  -0.048
H (-0.5754, -1.9806, -2.2058)  -0.393

Cartesian forces (eV/Å) of the 3 atoms listed first:
C -0.358 -0.576 -0.798
C 0.265 0.076 3.531
N -1.192 0.256 -2.624

- gap between HOMO and LUMO (alpha / beta) (eV) = 2.6 / 8.6
- spin multiplicity = 2
- ΔE to the lowest compared entry with this formula, charge and spin (kJ/mol) = 264.4
- total charge = -1
- highest occupied orbital energy (alpha / beta) (hartree) = 0.0540 / -0.1719

# 4
The following is a DFT calculation (ωB97M-V with the def2-TZVPD basis set) of a molecular structure, C19H33BrINbO15P.

Each line ends with the Löwdin charge.
Positions of all 71 atoms, in Å:
O (2.8556, -0.1298, -1.7163)  -0.041
H (-0.6955, -2.6380, -2.7288)  0.154
O (6.4306, -2.7204, 0.8263)  -0.396
O (-4.0024, 3.4464, -2.7709)  0.072
H (-4.3128, 3.8398, 0.3661)  0.085
H (0.8066, -1.3870, -4.1752)  0.086
C (-2.0142, 2.0207, 2.4289)  -0.531
I (5.5018, 2.5113, 0.2801)  -0.110
C (-3.7748, 4.6443, 0.8694)  -0.015
H (-2.1215, -0.8882, 4.1499)  0.072
H (-0.7447, 4.1187, 0.4831)  0.143
O (-0.3314, -2.6070, 0.9025)  0.036
O (-0.1998, -4.0220, -4.1598)  0.077
H (1.7377, -4.4128, -2.2017)  0.145
H (4.6917, -1.0830, 3.0478)  -0.074
H (6.3035, 0.8834, 3.0668)  -0.112
H (-4.4784, 5.1623, 1.5189)  0.089
H (-3.4160, 5.3482, 0.1179)  0.099
H (0.5337, -3.8412, -1.0227)  0.112
H (2.5493, 1.1879, 3.0069)  -0.047
C (3.5785, 1.2770, 3.3770)  -0.373
C (-0.4974, -5.2317, -3.6418)  -0.579
C (-2.7143, 1.6724, -3.8219)  -0.014
H (-1.2140, -2.3468, 4.6192)  0.090
H (6.3575, -2.7661, -0.1323)  0.011
H (8.9100, -1.5537, 1.9919)  0.020
O (-1.9962, 1.0352, 3.1010)  0.145
C (0.8003, -2.7921, 1.6348)  -0.576
H (-0.2043, -0.3849, 2.5234)  0.119
H (2.7933, -1.2620, 1.1529)  0.023
H (1.6572, -1.6549, -2.6531)  0.061
P (6.9206, -1.1701, 1.1980)  0.576
H (-5.4247, 0.5592, -2.7522)  0.139
H (4.0855, -1.5116, -0.0258)  0.046
H (-5.3606, 1.5283, -4.2473)  0.139
O (8.0349, -1.4415, 2.3762)  -0.400
C (0.6877, -4.1504, -2.0534)  -0.075
C (2.7940, -0.0247, -0.5302)  -0.920
H (-2.1818, 4.7820, 2.3271)  0.159
O (-5.7592, 4.7442, -2.2160)  0.157
H (-1.9817, 3.0129, -0.1611)  0.128
C (-1.1306, -1.3380, 4.2093)  -0.034
H (-1.9721, -1.3848, 1.2143)  0.133
C (0.2069, -3.1458, -3.0829)  -0.315
C (-5.1850, 1.5338, -3.1686)  -0.090
Br (1.4047, 1.2164, 0.1717)  0.660
C (3.5040, -0.7438, 0.5032)  -0.368
H (3.8934, 2.3239, 3.4787)  -0.030
C (1.2404, -2.1485, -3.5277)  -0.013
O (0.6773, -2.2146, 2.8415)  0.093
H (-1.9298, -2.8871, 2.1773)  0.138
C (-2.6189, 4.0589, 1.6337)  -0.314
O (1.7784, -3.3424, 1.2389)  0.150
O (-1.0216, -6.1182, -4.2432)  0.142
C (-0.5040, -1.3831, 2.8424)  -0.326
C (-3.7891, 2.0207, -2.8259)  -0.329
O (-0.1232, -5.3006, -2.3461)  0.065
H (-3.5069, 1.6931, -1.8205)  0.149
C (-5.3053, 3.6811, -2.4950)  -0.578
Nb (4.9687, 0.3075, 1.9566)  0.765
O (-6.0184, 2.5322, -2.5694)  0.062
C (-1.3327, -2.0650, 1.7709)  -0.083
H (2.0402, -2.6430, -4.0801)  0.097
O (-1.0515, 2.3822, 1.5590)  -0.019
H (3.6088, 0.8416, 4.3804)  -0.039
H (-0.5247, -0.7426, 4.8896)  0.092
H (-1.7310, 1.9594, -3.4523)  0.089
H (-2.8893, 2.1969, -4.7618)  0.094
H (-2.7097, 0.5975, -4.0081)  0.092
O (-3.0297, 2.9148, 2.4096)  0.091
C (-1.5532, 3.4433, 0.7487)  -0.099

Cartesian forces (eV/Å) of the 3 atoms listed first:
O 0.205 0.502 0.133
H 0.002 -0.021 0.048
O 0.011 0.133 0.062

- gap between HOMO and LUMO (eV) = 6.0
- total charge = -1
- highest occupied orbital energy (hartree) = -0.1611

# 5
The following is a DFT calculation (ωB97M-V with the def2-TZVPD basis set) of 2 unconnected molecules or ions with the total composition CH5BrN3O.

Each line ends with the Löwdin charge.
Positions of all 11 atoms, in Å:
H (0.5402, 1.7682, -0.3115)  0.165
Br (-0.6089, -2.3511, -0.2108)  0.334
N (0.7157, 0.6681, 1.3359)  0.279
N (-1.5797, 0.5300, -0.7339)  0.199
H (0.6545, 1.4633, 1.9314)  0.160
N (-1.7703, -0.5791, -0.9612)  -0.187
H (1.4746, -0.9460, -0.7038)  0.059
H (0.9411, -0.1069, 1.7963)  0.088
O (1.2360, -0.0352, -0.8441)  0.095
H (-2.4071, -1.1940, -1.3721)  0.062
C (0.8040, 0.7827, 0.0736)  -0.253

Cartesian forces (eV/Å) of the 3 atoms listed first:
H 0.273 -0.302 -0.207
Br 0.255 -0.196 0.231
N -0.381 2.163 -0.717

- gap between HOMO and LUMO (alpha / beta) (eV) = 8.7 / 8.7
- ΔE to the lowest compared entry with this formula, charge and spin (kJ/mol) = 95.1
- total charge = +1
- highest occupied orbital energy (alpha / beta) (hartree) = -0.5102 / -0.5102

# 6
The following is a DFT calculation (ωB97M-V with the def2-TZVPD basis set) of 3 unconnected molecules or ions with the total composition C13H34N2O4P.

Each line ends with the Löwdin charge.
Positions of all 54 atoms, in Å:
H (4.6011, 4.0797, 4.1795)  0.074
C (5.1605, 4.3730, 3.2896)  -0.104
N (1.8500, 2.9563, 2.4276)  0.037
H (0.7883, -1.4165, -5.1556)  0.120
H (-2.7338, -1.7241, 1.0654)  0.067
C (-4.1007, -0.2873, -3.2996)  -0.198
H (-2.2012, -0.9153, -2.2076)  0.117
H (1.4508, 3.3745, 1.5859)  0.072
C (-1.2429, -2.4168, 3.2402)  -0.068
O (-5.6057, -2.4369, -3.1646)  -0.113
O (0.6500, -2.9134, -2.1717)  -0.033
N (-2.4374, -2.7023, 1.1323)  0.038
C (3.6272, 1.5222, 3.2859)  -0.070
H (-6.1851, -2.8444, -3.8993)  0.130
H (-3.6340, -2.5163, -4.0119)  0.115
C (-0.0615, -1.8142, -4.4260)  -0.271
H (-1.8672, -1.5419, 3.4406)  0.067
H (-1.1414, 0.5745, -5.4811)  0.047
H (4.6356, 1.1364, 3.1038)  0.081
H (2.9815, 0.6670, 3.5172)  0.070
H (3.6569, 2.1469, 4.1826)  0.068
H (-4.8765, -1.5387, -5.0400)  0.131
H (-0.6905, -3.7242, 1.6586)  0.139
H (0.8255, -1.6716, 1.5435)  0.122
H (-4.3649, 0.5838, -4.0642)  0.126
O (-0.6784, -0.4568, 0.7540)  -0.225
H (-1.7123, -3.2646, 3.7526)  0.082
P (-1.5689, -0.6242, -4.7480)  1.037
H (5.0943, 2.7630, 1.2808)  0.118
H (0.0877, -2.1839, 0.0348)  0.085
O (4.2855, 4.4676, 2.1757)  -0.193
C (-0.1338, -1.7531, 1.0191)  -0.197
H (5.9874, 3.6805, 3.1099)  0.091
C (-1.1021, -2.7118, 1.7487)  -0.421
H (0.4079, -0.7435, -2.2717)  0.151
H (-1.5140, 0.3425, 2.4651)  0.077
C (4.1247, 3.2469, 1.4469)  -0.200
H (0.2811, 0.2903, 2.4598)  0.084
H (-4.6121, -0.1015, -2.2619)  0.141
H (-2.2444, 0.9492, -2.7864)  0.129
H (3.7540, 3.5435, 0.4580)  0.118
C (0.3719, -1.7863, -2.8403)  -0.176
H (-2.3486, -2.9931, 0.1575)  0.061
C (-0.6160, 0.4398, 1.8528)  -0.103
C (-4.5373, -1.7430, -3.9153)  -0.283
C (3.0985, 2.2693, 2.0637)  -0.434
H (5.5751, 5.3676, 3.4766)  0.091
H (-2.4186, -1.3592, -5.6910)  0.046
H (-0.2637, -2.2516, 3.7014)  0.082
C (-2.4422, -0.1814, -3.1082)  -0.336
H (-0.6000, 1.4584, 1.4548)  0.078
H (-0.3309, -2.8963, -4.8238)  0.127
H (2.8653, 1.5156, 1.3021)  0.128
H (2.1051, 3.7659, 3.0008)  0.077

Cartesian forces (eV/Å) of the 3 atoms listed first:
H 0.177 -0.139 0.100
C -0.164 0.391 0.095
N 0.093 0.253 -0.243

- gap between HOMO and LUMO (eV) = 6.9
- total charge = +1
- highest occupied orbital energy (hartree) = -0.4042